A gas-phase ion, C4H3N2O3 (charge -1) in a non-equilibrium geometry, computed with ωB97M-V/def2-TZVPD.

## Properties
2S+1 ... 1
Lowest unoccupied orbital energy ... 3.87 eV
ΔE to the lowest compared entry with this formula, charge and spin ... 0.0 kJ/mol
Total charge ... -1
F_max ... 5.4 eV/Å
Gap between HOMO and LUMO ... 8.7 eV

```
12
Properties=species:S:1:pos:R:3:lowdin_charge:R:1
N -0.31759 -0.04189 0.24074 -0.04
H -2.36966 -0.55537 0.44148 0.07
C 0.61690 -0.99073 -0.15560 -0.36
C -1.64259 -0.07946 -0.21375 -0.08
O 3.01275 -0.83958 -0.16668 0.06
C 0.39946 1.21242 0.50708 -0.64
H -2.01305 0.98580 -0.21744 0.10
O 0.43524 -2.14423 -0.53225 0.06
C 1.97627 -0.28499 0.03873 -0.39
H -1.56972 -0.58454 -1.19920 0.10
O -0.20498 2.19996 0.89942 -0.01
N 1.67697 1.12262 0.35745 0.13
```